C29H31NOS4SbW | ωB97M-V/def2-TZVPD

Geometry as XYZ:
```
68
Properties=species:S:1:pos:R:3:forces:R:3:nbo_charge:R:1
W 0.5545 0.9061 -0.3732 0.24 0.77 0.35 0.700
C 2.9700 3.4115 -0.6828 0.03 -0.01 -0.01 -0.534
C 3.5206 2.4863 -1.7502 0.06 0.09 -0.03 -0.556
S 2.2954 1.2566 -2.2883 -0.37 -0.09 0.13 0.496
C 3.2423 -0.2776 -2.2975 0.05 -0.06 -0.04 -0.551
C 3.7557 -0.7092 -0.9387 0.04 -0.06 -0.02 -0.531
S 2.4743 -0.6832 0.3702 -0.31 0.08 -0.12 0.429
C 3.2850 0.1932 1.7302 0.07 -0.01 0.03 -0.536
C 3.6421 1.6292 1.4100 0.05 -0.02 0.03 -0.544
S 2.2286 2.5444 0.7271 -0.17 -0.07 -0.01 0.468
H 3.7517 4.0602 -0.2824 0.00 0.01 -0.02 0.298
H 2.1778 4.0551 -1.0641 -0.01 0.00 -0.01 0.265
H 3.7792 3.0696 -2.6357 0.03 0.00 0.01 0.301
H 4.4225 1.9669 -1.4318 0.00 0.01 0.02 0.246
H 2.5693 -1.0137 -2.7360 0.01 -0.01 0.00 0.274
H 4.0741 -0.1455 -2.9931 0.01 -0.01 0.01 0.300
H 4.1107 -1.7394 -0.9864 0.03 0.01 0.00 0.295
H 4.5810 -0.0944 -0.5834 0.01 0.01 -0.03 0.250
H 2.5867 0.1181 2.5620 -0.02 0.00 0.05 0.263
H 4.1713 -0.3847 2.0005 0.01 0.02 0.01 0.297
H 3.9424 2.1481 2.3216 0.01 0.00 0.00 0.303
H 4.4652 1.7032 0.7026 0.02 -0.01 0.01 0.249
O -0.0845 2.4611 -1.4396 -0.15 -0.06 0.03 -0.564
N -1.0605 3.3467 -1.1117 0.15 0.03 -0.11 0.001
C -1.3150 4.3438 -1.9871 -0.07 0.02 0.09 0.061
C -2.3039 5.2450 -1.6816 0.02 0.00 -0.04 -0.186
C -3.0140 5.1094 -0.4876 -0.03 -0.01 0.04 -0.069
C -2.7251 4.0693 0.3818 -0.03 0.04 -0.02 -0.190
C -1.7189 3.1783 0.0450 -0.02 0.03 0.01 0.018
S -1.1920 1.8460 1.0340 0.39 -0.25 -0.24 0.124
H -0.7180 4.3541 -2.8875 0.01 -0.01 0.00 0.269
H -2.5183 6.0434 -2.3791 -0.01 0.00 0.01 0.292
H -3.7930 5.8187 -0.2371 0.00 -0.01 0.00 0.285
H -3.2575 3.9451 1.3150 0.00 0.01 0.00 0.282
C -5.1850 -2.5573 0.0396 -0.04 -0.01 0.00 -0.070
C -4.4611 -1.8385 -0.9169 0.01 -0.01 0.03 -0.208
C -3.1782 -1.4231 -0.6365 -0.12 -0.11 0.14 -0.121
C -2.6273 -1.7383 0.6206 -0.20 -0.12 -0.16 -0.548
C -3.3554 -2.4534 1.5926 -0.05 0.10 -0.14 -0.160
C -4.6422 -2.8552 1.2862 -0.01 0.01 0.00 -0.187
Sb -0.7644 -1.1167 1.0939 -0.04 0.18 -0.25 1.768
C 0.0120 -0.5845 -1.7592 0.21 -0.31 0.07 -0.445
C -0.6987 -0.1636 -2.9034 0.10 -0.06 0.05 -0.213
C -1.2220 -1.0921 -3.7941 0.00 -0.02 -0.04 -0.161
C -1.0313 -2.4533 -3.5898 0.02 -0.03 0.01 -0.116
C -0.3100 -2.9013 -2.4835 -0.03 -0.03 -0.03 -0.196
C 0.2110 -1.9834 -1.5888 -0.23 0.11 -0.05 -0.219
C -0.1234 -2.0489 2.7923 0.15 -0.10 0.05 -0.540
C -0.3373 -3.4280 2.9469 0.08 0.06 0.14 -0.199
C 0.0702 -4.0276 4.1265 -0.01 0.00 -0.02 -0.162
C 0.6545 -3.2631 5.1332 0.01 -0.01 0.02 -0.093
C 0.8561 -1.8920 4.9752 -0.01 0.00 -0.03 -0.201
C 0.4905 -1.2769 3.7921 -0.03 -0.12 0.08 -0.157
H -6.1913 -2.8833 -0.1917 0.00 0.00 0.00 0.266
H -4.9095 -1.6143 -1.8754 -0.01 -0.01 0.00 0.256
H -2.6084 -0.8786 -1.3760 0.00 0.00 0.01 0.207
H -2.9475 -2.6571 2.5723 0.05 -0.04 0.03 0.243
H -5.2268 -3.3944 2.0195 0.00 0.00 -0.01 0.270
H -0.8464 0.8881 -3.1058 0.00 0.01 0.00 0.235
H -1.7678 -0.7489 -4.6639 0.01 0.00 0.00 0.265
H -1.4254 -3.1676 -4.3017 0.00 0.00 0.01 0.270
H -0.1434 -3.9610 -2.3373 -0.01 0.00 0.00 0.263
H 0.8148 -2.3708 -0.7678 0.09 -0.02 -0.02 0.206
H -0.7902 -4.0281 2.1681 -0.05 0.01 -0.02 0.242
H -0.0736 -5.0909 4.2651 0.01 0.00 0.01 0.268
H 0.9563 -3.7414 6.0564 -0.01 0.00 0.00 0.268
H 1.2896 -1.3124 5.7795 0.00 -0.01 0.00 0.262
H 0.6121 -0.2042 3.6868 0.02 0.03 -0.03 0.203
```
Forces are in eV/Å.

Max |F| (hartree/bohr): 0.017
HOMO-LUMO gap (spin up / spin down) (eV): 6.4 / 6.2
Net charge: +4
<S²>: 0.76
Molecular weight (g mol⁻¹): 843.44
2S+1: 2



C29H32Br2N3O4Ta | ωB97M-V/def2-TZVPD

Geometry as XYZ:
```
71
Properties=species:S:1:pos:R:3:forces:R:3:mulliken_charge:R:1
Ta -0.0113 -0.0058 0.2295 -1.07 -1.43 -2.78 -0.142
C -1.3873 -2.8210 1.7025 -0.04 -0.05 0.09 -1.525
N -1.4644 -2.2895 0.3237 0.29 0.57 -0.34 0.591
C -0.9958 -3.3708 -0.6062 -0.01 -0.06 -0.03 -1.579
C -0.2272 -2.8775 -1.8226 0.10 -0.04 0.06 0.481
C 1.2354 -2.5777 -1.4977 -0.01 0.05 -0.04 -1.341
N 1.3000 -1.9425 -0.1734 0.00 0.32 -0.05 0.261
C 2.0557 -2.5071 0.6947 0.03 0.00 0.08 -0.669
C 2.0808 -2.2502 2.1256 0.09 0.02 -0.29 0.932
C 2.9312 -2.9876 2.9491 0.10 -0.06 -0.01 -0.856
C 2.8276 -2.8966 4.3249 -0.04 0.02 0.03 -0.880
C 1.8376 -2.0967 4.8862 0.04 -0.02 -0.06 -0.678
C 0.9850 -1.3540 4.0799 -0.18 0.12 0.14 -0.643
C 1.1388 -1.4128 2.7127 0.17 0.04 0.05 0.363
O 0.3480 -0.6770 1.8854 0.53 0.02 1.32 1.042
C -2.9035 -1.9935 0.1099 -0.17 -0.13 0.10 -1.141
C -3.3480 -1.6821 -1.2964 0.01 -0.01 -0.06 -0.820
C -2.7053 -0.4535 -1.9152 0.03 0.00 -0.13 -1.079
N -2.1904 0.4958 -0.9262 0.52 -0.26 0.33 0.146
C -2.7776 1.6373 -0.9178 0.05 0.19 0.07 -0.162
C -2.3521 2.8507 -0.2486 -0.30 -0.22 -0.13 0.658
C -3.1554 3.9905 -0.2748 -0.10 0.05 -0.03 -0.892
C -2.7036 5.1744 0.2772 0.02 -0.01 0.01 -0.861
C -1.4229 5.2325 0.8205 -0.07 -0.06 -0.04 -0.708
C -0.6026 4.1117 0.8327 0.22 0.11 0.10 -0.723
C -1.0940 2.9292 0.3223 0.14 -0.07 0.07 0.362
O -0.3802 1.7776 0.3524 0.24 1.05 0.69 0.894
H -2.0045 -3.7193 1.7862 -0.02 0.01 -0.03 0.569
H -1.7519 -2.0814 2.4141 0.00 0.00 -0.01 0.348
H -0.3686 -3.0882 1.9551 0.01 -0.04 -0.02 0.422
H -1.8580 -3.9619 -0.9207 -0.03 -0.01 0.09 0.515
H -0.3510 -4.0393 -0.0351 -0.05 -0.03 0.03 0.693
H -0.6895 -1.9847 -2.2269 -0.03 -0.04 -0.07 -0.546
H -0.2581 -3.6352 -2.6060 -0.03 0.01 -0.01 0.686
H 1.6536 -1.9179 -2.2566 0.06 0.02 0.02 0.141
H 1.8233 -3.4973 -1.4915 0.00 0.00 0.04 0.658
H 2.6905 -3.3302 0.3629 -0.01 -0.02 0.02 0.409
H 3.6691 -3.6400 2.4969 -0.02 -0.01 0.02 0.476
H 3.4941 -3.4629 4.9598 0.00 0.00 -0.01 0.451
H 1.7238 -2.0498 5.9610 0.01 0.00 -0.01 0.474
H 0.1930 -0.7507 4.5041 0.06 0.04 0.00 0.414
H -3.1536 -1.1629 0.7738 -0.05 -0.01 0.01 0.507
H -3.4881 -2.8573 0.4440 0.06 -0.02 0.09 0.517
H -4.4275 -1.5350 -1.2300 -0.01 0.00 -0.04 0.443
H -3.1985 -2.5326 -1.9633 -0.05 -0.03 0.03 0.325
H -3.4250 0.0323 -2.5759 0.05 0.10 0.02 0.867
H -1.8573 -0.7161 -2.5410 -0.02 0.03 -0.09 0.244
H -3.6674 1.7519 -1.5397 0.00 -0.01 0.02 0.451
H -4.1359 3.9349 -0.7331 0.01 0.03 0.01 0.469
H -3.3317 6.0541 0.2676 0.01 -0.01 0.01 0.449
H -1.0563 6.1599 1.2397 0.01 0.01 -0.04 0.474
H 0.4046 4.1554 1.2227 -0.02 -0.01 0.04 0.624
Br 1.3542 2.0120 2.9492 -0.09 0.24 0.44 -0.066
C -0.3689 2.1607 3.8239 0.06 -0.07 -0.17 -0.725
Br -1.8407 1.1440 3.0304 -0.07 0.20 0.36 -0.019
H -0.6653 3.2004 3.7952 -0.02 0.01 -0.03 0.528
H -0.2556 1.8019 4.8375 -0.01 -0.02 0.02 0.511
O 1.9357 0.7346 -0.3703 -0.84 -0.31 0.21 -0.668
C 1.5515 0.7699 -1.5933 0.24 -0.10 -0.06 1.070
O 0.4054 0.2027 -1.8040 0.26 -0.07 -0.07 -0.508
C 2.3085 1.4113 -2.6461 -0.05 -0.01 0.01 0.223
C 1.9437 1.2126 -3.9802 -0.03 -0.01 -0.01 -0.152
C 2.6426 1.8625 -4.9788 0.01 -0.01 -0.01 -0.909
C 3.6870 2.7198 -4.6451 -0.02 -0.03 0.02 -0.374
C 4.0500 2.9163 -3.3169 0.02 0.00 0.00 -0.775
C 3.3688 2.2564 -2.3119 0.07 -0.01 0.04 -0.490
H 1.1263 0.5451 -4.2200 -0.02 0.04 -0.01 0.492
H 2.3775 1.7064 -6.0154 0.00 0.02 0.01 0.435
H 4.2242 3.2375 -5.4289 0.00 -0.01 0.01 0.426
H 4.8645 3.5830 -3.0696 0.00 -0.01 -0.01 0.437
H 3.6426 2.3931 -1.2740 -0.02 0.01 -0.01 0.453
```
Forces are in eV/Å.

Max |F| (hartree/bohr): 0.064
Energy above the lowest of the compared OMol25 structures with the same formula, charge and spin (eV): 1.2226
HOMO-LUMO gap (eV): 7.9
Net charge: +2
Molecular weight (g mol⁻¹): 827.35



C29H32CrN5S2Si | ωB97M-V/def2-TZVPD

Geometry as XYZ:
```
70
Properties=species:S:1:pos:R:3:forces:R:3:nbo_charge:R:1
Cr 0.7108 -0.3417 -0.3542 1.54 0.26 0.54 1.312
C 5.9985 -1.4615 0.3106 -0.15 0.08 0.05 -0.749
S 5.3663 -1.2400 -1.3653 -0.04 -0.03 0.01 0.272
C 3.6581 -0.7998 -1.1391 0.21 -0.05 0.42 -0.117
S 2.9019 -0.7301 0.4468 -0.05 -0.17 -0.41 -0.224
N 3.0394 -0.5773 -2.2201 -0.95 0.25 -0.41 -0.324
N 1.6731 -0.2338 -2.0837 0.02 -0.57 -0.72 -0.600
C 1.1629 0.1007 -3.3341 0.75 0.06 0.64 -0.016
C 0.1353 0.9248 -3.5859 -0.61 0.45 -0.10 0.005
C -0.1815 1.3719 -4.9380 0.13 -0.33 0.23 -0.167
C -0.9489 2.4402 -5.1601 -0.27 0.40 0.16 -0.256
C -1.5332 3.1575 -4.0207 0.03 -0.03 -0.53 -0.272
C -1.4118 2.6695 -2.7897 0.26 -0.36 0.14 0.008
N -0.6549 1.5000 -2.5151 0.46 0.27 -0.10 -0.463
H 7.0126 -1.8473 0.1875 -0.10 0.06 0.00 0.232
H 5.4038 -2.1872 0.8628 0.05 0.02 -0.01 0.229
H 6.0323 -0.5165 0.8538 0.01 -0.09 -0.02 0.219
H 1.7326 -0.2618 -4.1804 0.05 -0.05 -0.01 0.222
H 0.2727 0.8277 -5.7602 -0.02 0.04 0.09 0.218
H -1.1409 2.7827 -6.1695 -0.01 0.01 0.08 0.216
H -2.1063 4.0660 -4.1670 0.07 -0.12 -0.02 0.221
H -1.9035 3.1229 -1.9413 0.09 -0.03 0.01 0.211
N 1.2107 1.7817 -0.2527 -0.87 -0.13 0.42 -0.828
C 0.2804 2.7156 0.3507 0.32 -0.10 -0.06 0.138
C 0.7346 3.8483 1.0091 0.16 0.06 0.02 -0.208
C -0.1645 4.7351 1.5830 -0.02 0.01 0.01 -0.193
C -1.5283 4.4869 1.4897 0.02 -0.03 -0.04 -0.220
C -1.9748 3.3389 0.8523 -0.06 0.07 0.03 -0.138
C -1.0777 2.4333 0.2866 -0.11 -0.26 0.03 -0.110
C -1.5589 1.1389 -0.2660 -0.40 0.19 0.12 -0.008
C -2.5446 0.4459 0.4567 0.14 0.08 0.13 -0.212
C -3.0997 -0.7233 -0.0042 -0.13 -0.09 0.02 -0.126
C -2.6438 -1.2747 -1.1985 -0.09 -0.15 0.00 -0.188
C -1.7084 -0.6025 -1.9460 0.21 -0.12 -0.07 -0.219
C -1.1891 0.6414 -1.5273 -0.95 0.16 -0.56 0.061
H 1.3390 1.9904 -1.2390 0.00 -0.05 -0.12 0.419
H 2.1153 1.8108 0.1960 0.27 -0.03 0.10 0.408
H 1.8040 4.0291 1.0775 -0.11 0.01 -0.03 0.222
H 0.1991 5.6191 2.0964 -0.03 -0.10 -0.06 0.223
H -2.2435 5.1825 1.9147 0.07 -0.07 -0.02 0.222
H -3.0391 3.1357 0.7871 0.09 0.01 0.01 0.216
H -2.8504 0.8450 1.4159 0.02 0.00 -0.04 0.230
H -3.8698 -1.2265 0.5714 0.12 0.05 -0.05 0.218
H -3.0304 -2.2262 -1.5498 0.04 0.11 0.04 0.237
H -1.4055 -0.9725 -2.9181 0.01 -0.01 0.04 0.248
C 1.8747 -0.2503 3.4182 0.48 0.28 -0.09 -1.133
Si 0.2305 -0.9693 2.9423 -0.17 -0.10 -0.25 1.828
C -0.9879 0.3137 3.5351 -0.44 0.20 0.17 -1.137
C 0.0187 -2.5011 3.9872 -0.09 -0.37 0.14 -1.140
N 0.0682 -1.3205 1.2359 -0.49 -0.20 0.10 -1.191
C -0.5103 -2.5126 0.7532 0.32 0.41 0.02 0.160
C 0.0485 -3.0989 -0.3953 0.01 -0.02 0.05 -0.297
C -0.5434 -4.1867 -1.0253 -0.08 0.02 0.02 -0.170
C -1.6894 -4.7612 -0.4963 -0.04 0.11 0.10 -0.259
C -2.2299 -4.2279 0.6763 0.12 0.05 0.02 -0.209
C -1.6594 -3.1211 1.2885 -0.07 0.01 0.10 -0.216
H 1.8322 -0.0725 4.5032 0.04 -0.01 -0.22 0.237
H 2.0842 0.7130 2.9270 -0.02 -0.24 0.15 0.228
H 2.7140 -0.9234 3.2088 -0.14 0.14 0.08 0.250
H -0.6991 0.6145 4.5539 -0.12 -0.04 -0.21 0.238
H -2.0189 -0.0740 3.5816 0.26 0.15 -0.05 0.227
H -0.9795 1.2164 2.9092 -0.01 -0.12 0.11 0.228
H 0.7011 -2.4339 4.8447 -0.15 -0.05 -0.12 0.240
H 0.2589 -3.4165 3.4321 -0.01 0.14 0.13 0.248
H -1.0021 -2.6042 4.3773 0.19 -0.02 -0.06 0.233
H 0.9956 -2.7209 -0.7745 0.09 -0.02 -0.02 0.208
H -0.0887 -4.5996 -1.9178 0.00 0.02 0.02 0.218
H -2.1501 -5.6156 -0.9775 0.03 0.03 0.05 0.216
H -3.1159 -4.6769 1.1154 0.06 0.04 -0.05 0.213
H -2.1258 -2.6905 2.1743 0.11 -0.10 -0.16 0.209
```
Forces are in eV/Å.

Max |F| (hartree/bohr): 0.032
Energy above the lowest of the compared OMol25 structures with the same formula, charge and spin (eV): 2.2197
HOMO-LUMO gap (spin up / spin down) (eV): 5.5 / 6.2
<S²>: 3.82
Molecular weight (g mol⁻¹): 594.83
2S+1: 4



C29H32N3O7S | ωB97M-V/def2-TZVPD

Geometry as XYZ:
```
72
Properties=species:S:1:pos:R:3:forces:R:3:mulliken_charge:R:1
C -5.1707 -4.2770 3.7034 0.33 0.18 -0.01 -2.191
C -3.9682 -3.3103 3.7067 0.11 -0.04 0.01 2.487
C -4.0589 -2.4330 2.4512 0.06 0.14 0.04 -1.750
C -4.0679 -2.4326 4.9609 0.06 0.16 -0.04 -1.759
C -2.6239 -4.0492 3.7109 0.01 0.04 -0.01 -0.245
C -1.3800 -3.3058 3.7215 0.00 -1.32 -0.01 0.797
O -1.3824 -2.0675 3.7400 -0.03 2.48 0.01 -0.917
C -0.1332 -4.0442 3.7121 0.00 0.03 0.00 -0.381
C 1.2077 -3.2991 3.7079 -0.08 -0.01 -0.02 2.892
C 2.4143 -4.2613 3.7042 -0.34 0.17 0.00 -2.304
C 1.3043 -2.4235 4.9641 -0.07 0.15 -0.03 -1.876
C 1.2933 -2.4201 2.4523 -0.11 0.09 0.09 -1.895
C -0.1793 -5.4147 3.7044 -0.04 -0.06 0.00 -0.294
C -1.3746 -6.1077 3.7014 -0.02 -0.66 0.00 -1.866
C -2.5725 -5.4194 3.7023 0.05 -0.09 0.00 -0.118
H -5.1659 -4.9118 4.5891 0.01 -0.10 0.05 0.424
H -6.1109 -3.7248 3.7025 -0.02 0.20 0.00 0.414
H -5.1632 -4.9098 2.8163 0.01 -0.10 -0.05 0.421
H -3.2619 -1.6917 2.4530 0.08 -0.06 0.04 0.363
H -3.9589 -3.0401 1.5517 -0.02 -0.10 -0.07 0.330
H -5.0149 -1.9103 2.4070 -0.22 0.06 0.02 0.450
H -3.2749 -1.6871 4.9605 0.07 -0.07 -0.02 0.352
H -5.0265 -1.9146 5.0012 -0.23 0.05 -0.02 0.454
H -3.9677 -3.0385 5.8612 -0.02 -0.10 0.07 0.338
H 2.4094 -4.8941 2.8171 -0.01 -0.09 -0.05 0.437
H 3.3525 -3.7059 3.7040 0.01 0.20 0.00 0.413
H 2.4122 -4.8966 4.5897 -0.01 -0.10 0.05 0.462
H 0.5070 -1.6827 4.9671 -0.07 -0.06 -0.03 0.359
H 1.2094 -3.0318 5.8635 0.02 -0.10 0.08 0.371
H 2.2600 -1.9001 5.0044 0.23 0.05 -0.03 0.453
H 0.4924 -1.6827 2.4504 -0.04 -0.08 0.03 0.342
H 2.2457 -1.8914 2.4081 0.23 0.07 0.02 0.463
H 1.1975 -3.0253 1.5513 0.02 -0.08 -0.07 0.350
H 0.7350 -5.9757 3.7003 0.30 -0.28 0.00 0.485
H -1.3730 -7.1852 3.6954 0.00 -0.26 0.00 0.279
H -3.4849 -5.9834 3.6963 -0.30 -0.29 0.00 0.471
C 3.3842 8.1282 -3.4038 0.39 0.25 0.10 -1.451
C 2.3173 7.0950 -3.3086 -0.10 -0.05 0.06 0.990
C 1.3578 6.9912 -4.3042 0.00 -0.05 0.12 -0.774
C 0.3633 6.0385 -4.2207 -0.38 0.19 -0.72 -0.050
C 0.3153 5.1845 -3.1463 -0.40 -0.58 -0.08 0.052
S -0.9976 3.9696 -3.0638 -1.49 1.99 -0.20 1.272
O -1.6677 4.1594 -1.7398 1.40 -1.25 -3.55 -0.691
O -1.6701 4.0479 -4.3996 1.29 -0.82 3.64 -0.636
N -0.0905 2.5108 -2.9843 -1.06 0.82 -0.02 0.105
C 0.7482 2.0055 -3.9649 0.87 -0.75 -0.80 -0.148
C 1.1530 2.4988 -5.2066 -0.69 0.72 0.42 -0.008
C 2.0413 1.7651 -5.9452 0.02 -0.61 0.71 -0.502
N 2.5063 2.3037 -7.2134 0.54 0.61 -1.46 0.983
O 3.3028 1.6337 -7.8803 -0.98 0.70 0.91 -0.623
O 2.0911 3.4157 -7.5615 0.42 -1.28 0.46 -0.606
C 2.5247 0.5275 -5.4864 0.37 0.09 -0.61 -0.593
C 2.1268 0.0139 -4.2844 -0.27 0.24 0.21 -0.656
C 1.2313 0.7623 -3.5066 0.14 -0.18 -0.30 0.726
C 0.6431 0.5404 -2.2320 -0.51 0.59 0.24 -0.363
N 0.8608 -0.6065 -1.3659 0.06 -1.00 1.56 0.934
O 1.2041 -1.6806 -1.8752 -0.31 1.52 0.01 -0.562
O 0.7017 -0.4560 -0.1488 0.02 0.23 -1.87 -0.488
C -0.1617 1.6229 -1.9539 0.35 -1.41 1.04 -0.449
C 1.2540 5.2745 -2.1487 0.14 -0.25 0.61 -0.460
C 2.2507 6.2268 -2.2272 -0.03 -0.02 -0.04 -0.969
H 4.0589 8.0911 -2.5502 0.00 -0.03 0.03 0.342
H 3.9837 7.9867 -4.3016 0.02 0.02 -0.10 0.334
H 2.9606 9.1310 -3.4415 -0.05 0.05 -0.05 0.344
H 1.3960 7.6654 -5.1436 -0.06 0.08 -0.20 0.399
H -0.3885 5.9549 -4.9894 -0.04 0.01 -0.13 0.504
H 0.7676 3.4271 -5.5880 -0.01 0.19 -0.10 0.624
H 3.2273 -0.0039 -6.1068 0.04 -0.07 -0.07 0.493
H 2.4707 -0.9405 -3.9209 0.07 -0.07 -0.04 0.542
H -0.7736 1.7530 -1.0709 0.03 0.30 -0.19 0.588
H 1.1955 4.6063 -1.3054 0.07 -0.11 0.22 0.460
H 2.9854 6.3050 -1.4435 0.11 -0.05 0.17 0.329
```
Forces are in eV/Å.

Max |F| (hartree/bohr): 0.078
Energy above the lowest of the compared OMol25 structures with the same formula, charge and spin (eV): 0.0000
HOMO-LUMO gap (eV): 2.9
Net charge: -1
Molecular weight (g mol⁻¹): 566.66